1.
The following is a DFT calculation (wB97M-V/def2-TZVPD) of a 10-piece molecular cluster, C48H64O14 overall in a non-equilibrium geometry.

```
126
Properties=species:S:1:pos:R:3:mulliken_charge:R:1
O 19.113 14.816 6.440 -0.584
C 19.717 15.104 7.441 0.406
C 21.195 15.086 7.495 -0.514
C 21.835 15.084 8.690 -0.546
C 21.126 15.276 9.987 0.304
O 21.690 15.307 11.109 -0.582
C 19.682 15.552 9.852 0.003
C 19.019 15.381 8.699 0.210
H 21.814 14.930 6.624 0.423
H 22.911 15.007 8.739 0.424
H 19.177 15.910 10.736 0.135
H 17.956 15.527 8.572 0.320
O 8.326 14.934 6.295 -0.573
C 9.080 14.792 7.284 0.136
C 10.536 14.959 7.194 -0.308
C 11.444 14.685 8.159 -0.054
C 11.078 14.265 9.501 0.213
O 11.878 13.927 10.338 -0.448
C 9.588 14.333 9.681 -0.292
C 8.706 14.552 8.672 -0.425
H 10.962 15.368 6.290 0.385
H 12.488 14.830 7.924 0.470
H 9.200 14.235 10.684 0.439
H 7.637 14.578 8.824 0.392
O 15.210 9.099 8.286 -0.505
C 16.269 9.745 8.352 0.267
C 17.621 9.204 8.224 -0.620
C 18.715 9.973 8.149 -0.271
C 18.716 11.423 8.108 0.104
O 19.721 12.102 8.048 -0.491
C 17.395 11.994 8.267 -0.117
C 16.284 11.231 8.394 -0.165
H 17.659 8.140 8.409 0.340
H 19.664 9.458 8.137 0.446
H 17.302 13.070 8.255 0.282
H 15.385 11.788 8.613 0.593
O 16.877 13.998 10.691 -0.665
C 16.178 13.400 11.509 -0.060
C 16.607 13.236 12.905 0.771
C 15.867 12.635 13.818 0.156
C 14.552 12.077 13.574 -0.438
O 13.889 11.474 14.365 -0.594
C 14.023 12.413 12.262 0.345
C 14.841 12.982 11.330 -0.238
H 17.605 13.559 13.163 -0.364
H 16.349 12.647 14.785 0.405
H 12.996 12.143 12.063 0.035
H 14.358 13.161 10.381 0.609
C 12.191 9.756 9.460 1.376
C 12.293 10.919 8.483 0.483
C 12.375 10.267 7.028 -0.409
O 11.559 9.094 7.228 -0.528
C 11.936 8.555 8.522 -0.535
H 11.319 9.826 10.111 -0.185
H 13.056 9.592 10.104 -0.822
H 13.123 11.583 8.725 -0.485
H 11.420 11.567 8.570 0.031
H 13.372 10.008 6.672 0.128
H 12.038 10.881 6.193 0.416
H 12.827 7.964 8.308 0.075
H 11.172 7.791 8.667 0.453
C 16.125 10.413 17.081 0.229
C 17.466 10.872 17.533 -0.897
C 17.477 12.418 17.341 0.421
O 16.091 12.731 17.142 -0.487
C 15.266 11.599 17.455 -0.425
H 15.827 9.448 17.491 0.478
H 16.227 10.377 15.996 -0.280
H 18.331 10.428 17.040 0.352
H 17.623 10.607 18.579 0.288
H 18.025 12.713 16.446 -0.392
H 17.819 12.928 18.242 0.392
H 14.351 11.582 16.862 0.065
H 14.916 11.638 18.487 0.426
C 19.678 17.032 15.276 -0.671
C 20.243 16.546 13.954 -0.552
C 19.634 15.146 13.863 0.722
O 18.386 15.222 14.618 -0.258
C 18.326 16.407 15.421 -0.551
H 19.528 18.111 15.225 0.355
H 20.332 16.822 16.122 0.264
H 21.322 16.545 13.802 0.446
H 19.874 17.161 13.133 0.223
H 20.343 14.381 14.178 0.068
H 19.456 14.691 12.889 -0.670
H 18.080 16.285 16.476 0.258
H 17.544 17.050 15.016 0.340
C 14.873 8.416 12.750 0.228
C 14.447 7.105 12.156 -0.707
C 15.267 7.006 10.919 -0.120
O 16.226 8.009 10.980 -0.371
C 15.763 9.081 11.730 0.944
H 15.465 8.264 13.653 0.361
H 14.015 9.038 13.003 -0.371
H 13.370 7.098 11.990 0.158
H 14.672 6.334 12.893 0.338
H 14.669 7.230 10.036 -0.125
H 15.733 6.037 10.741 0.385
H 15.168 9.795 11.160 -0.442
H 16.564 9.665 12.184 -0.165
C 20.986 11.051 12.525 -0.688
C 20.586 10.513 13.857 -0.891
C 19.121 11.000 13.975 0.415
O 18.672 10.907 12.624 -0.132
C 19.725 11.482 11.761 0.705
H 21.382 10.242 11.911 0.333
H 21.801 11.768 12.623 0.352
H 21.258 10.786 14.670 0.305
H 20.564 9.424 13.832 0.368
H 19.026 12.039 14.291 -0.427
H 18.551 10.311 14.598 0.137
H 19.621 12.552 11.580 -0.257
H 19.735 10.952 10.809 -0.323
C 10.876 9.274 13.074 0.083
C 10.669 10.719 12.961 0.513
C 9.096 10.781 12.996 -0.615
O 8.637 9.568 12.351 -0.453
C 9.632 8.583 12.406 -0.407
H 10.937 8.969 14.119 0.608
H 11.785 9.145 12.488 -0.611
H 11.188 11.134 12.097 -0.604
H 11.227 11.167 13.783 0.440
H 8.855 11.709 12.477 0.314
H 8.722 10.724 14.018 0.288
H 10.015 8.266 11.436 0.200
H 9.339 7.718 13.000 0.333
```

Calculated values
* SMILES: O=C1C=CC(=O)C=C1.O=C1C=CC(=O)C=C1.O=C1C=CC(=O)C=C1.O=C1C=CC(=O)C=C1.C1CCOC1.C1CCOC1.C1CCOC1.C1CCOC1.C1CCOC1.C1CCOC1
* total charge: 0
* E_HOMO: -9.3583 eV
* LUMO: -2.2 eV

=====

2.
The following is a DFT calculation (wB97M-V/def2-TZVPD) of a 7-piece molecular cluster, C41H34F8N6O15S overall in a non-equilibrium geometry.

```
105
Properties=species:S:1:pos:R:3:mulliken_charge:R:1
C -1.796 1.524 -1.606 -0.251
C -0.973 0.349 -2.036 0.473
F -1.803 -0.632 -2.397 -0.352
O -0.164 -0.137 -0.969 -0.214
S 1.344 0.498 -0.943 0.278
O 1.710 0.310 0.399 -0.265
O 1.148 2.198 -1.092 -0.165
C 1.890 2.779 -2.083 0.602
F 3.052 3.110 -1.537 -0.331
F 2.152 2.000 -3.104 -0.256
C 1.211 4.119 -2.519 0.699
F 0.484 4.551 -1.537 -0.274
F 2.167 4.975 -2.788 -0.185
C 0.328 4.013 -3.791 0.654
F -0.629 4.889 -3.747 -0.298
F 1.033 4.303 -4.839 -0.282
F -0.219 2.845 -3.942 -0.147
H -1.261 2.463 -1.685 -0.034
H -2.043 1.367 -0.549 -0.252
H -2.703 1.598 -2.193 0.459
H -0.321 0.530 -2.894 0.165
C -4.544 -2.321 4.064 -0.539
C -5.287 -1.652 3.101 -0.507
C -4.694 -0.686 2.311 -0.395
C -3.355 -0.401 2.487 0.007
C -2.592 -1.053 3.446 -0.407
C -3.197 -2.021 4.243 -0.533
N -2.726 0.612 1.624 1.076
O -3.441 1.186 0.808 -0.652
O -1.537 0.827 1.764 -0.569
H -5.015 -3.080 4.676 0.505
H -6.333 -1.888 2.965 0.389
H -5.278 -0.168 1.564 0.455
H -1.545 -0.821 3.579 0.683
H -2.619 -2.541 4.995 0.441
C 3.975 7.021 -3.548 -0.309
C 2.993 7.961 -3.266 -0.322
C 3.310 9.310 -3.243 -0.449
C 4.609 9.700 -3.508 -0.019
C 5.600 8.776 -3.785 -0.275
C 5.277 7.429 -3.804 -0.675
N 4.943 11.133 -3.507 1.010
O 4.054 11.919 -3.241 -0.600
O 6.088 11.445 -3.776 -0.606
H 3.732 5.978 -3.574 0.604
H 1.979 7.643 -3.066 0.359
H 2.545 10.040 -3.023 0.434
H 6.613 9.092 -3.987 0.453
H 6.042 6.695 -4.021 0.386
C 3.653 1.825 4.154 -0.575
C 2.949 0.863 3.440 -0.402
C 2.301 -0.156 4.108 -0.178
C 2.360 -0.201 5.486 -0.041
C 3.062 0.742 6.214 -0.606
C 3.713 1.760 5.540 -0.371
N 1.648 -1.270 6.189 1.054
O 1.055 -2.089 5.511 -0.545
O 1.686 -1.277 7.405 -0.622
H 4.155 2.627 3.628 0.409
H 2.901 0.911 2.362 0.507
H 1.754 -0.901 3.549 0.570
H 3.105 0.693 7.292 0.470
H 4.264 2.508 6.095 0.378
C 4.053 -5.842 4.588 -0.458
C 2.941 -5.273 5.193 -0.508
C 1.776 -5.090 4.468 -0.251
C 1.739 -5.483 3.143 0.075
C 2.842 -6.046 2.524 -0.422
C 4.005 -6.224 3.254 -0.430
N 0.498 -5.310 2.374 1.066
O -0.454 -4.793 2.934 -0.521
O 0.487 -5.695 1.219 -0.623
H 4.961 -5.989 5.158 0.388
H 2.981 -4.974 6.231 0.439
H 0.913 -4.648 4.941 0.409
H 2.804 -6.345 1.487 0.462
H 4.873 -6.664 2.783 0.382
C -2.853 -6.863 2.072 -0.597
C -3.913 -6.298 2.773 -0.390
C -4.839 -7.113 3.404 -0.304
C -4.690 -8.486 3.326 0.051
C -3.645 -9.062 2.627 -0.354
C -2.723 -8.243 1.997 -0.469
N -5.658 -9.353 4.014 1.002
O -6.577 -8.816 4.605 -0.607
O -5.483 -10.555 3.954 -0.606
H -2.127 -6.225 1.586 0.511
H -4.011 -5.222 2.831 0.453
H -5.662 -6.675 3.950 0.450
H -3.542 -10.135 2.571 0.446
H -1.899 -8.680 1.451 0.402
C -1.534 3.420 -8.711 -0.540
C -2.161 2.390 -9.398 -0.444
C -2.582 1.258 -8.719 -0.456
C -2.372 1.176 -7.355 -0.162
C -1.744 2.191 -6.658 0.023
C -1.323 3.319 -7.342 -0.380
N -2.838 -0.012 -6.623 1.016
O -3.370 -0.897 -7.264 -0.604
O -2.664 -0.035 -5.418 -0.597
H -1.211 4.306 -9.243 0.390
H -2.324 2.469 -10.464 0.377
H -3.069 0.456 -9.254 0.457
H -1.583 2.115 -5.596 0.583
H -0.832 4.122 -6.809 0.323
```

Calculated values
* total charge: 0
* E_HOMO: -9.9081 eV
* LUMO: -0.7 eV

=====

no.,HOMO-LUMO gap (eV)
1,7.183
2,9.237